# 1
{"formula": "C5H6O2", "method": "ωB97M-V/def2-TZVPD", "symbols": ["H", "H", "H", "H", "C", "O", "C", "C", "H", "C", "C", "O", "H"], "xyz": [[3.391, -1.077, -0.872], [-1.143, -1.122, 1.386], [-2.403, 0.546, 0.292], [1.354, -0.050, -1.351], [0.039, 0.103, 0.123], [-1.166, 2.013, 0.765], [1.295, -0.356, -0.163], [-1.114, -0.857, 0.318], [0.765, 2.147, 0.161], [2.382, -0.738, -0.663], [-0.122, 1.506, 0.365], [-2.340, -0.334, -0.118], [-0.937, -1.782, -0.243]], "forces_ev_per_angstrom": [[-0.62, 0.30, 0.09], [-0.21, -0.06, -0.04], [-0.06, -0.06, -0.13], [2.18, -0.85, -0.70], [-0.13, 0.07, 0.58], [0.22, -0.03, -0.13], [-0.15, -0.07, 0.55], [0.19, -0.28, 0.20], [-0.13, -0.11, 0.06], [-1.07, 0.67, -0.85], [-0.19, 0.07, 0.21], [-0.04, 0.18, 0.06], [0.02, 0.15, 0.11]], "nbo_charge": [0.29, 0.16, 0.49, 0.45, -0.42, -0.61, 0.06, -0.05, 0.11, -0.33, 0.39, -0.72, 0.18], "total_energy_ev": -9371.912, "de_lowest_ev": 5.1834, "homo_energy_ev": -8.4131, "multiplicity": 1, "max_force_ev_per_a": 2.4}

# 2
{"formula": "C4H39N2O15", "method": "ωB97M-V/def2-TZVPD", "symbols": ["N", "C", "O", "O", "H", "H", "H", "O", "O", "H", "H", "H", "H", "O", "H", "O", "H", "O", "H", "O", "C", "H", "O", "H", "H", "O", "H", "H", "H", "H", "H", "H", "H", "H", "H", "H", "O", "H", "H", "N", "O", "O", "C", "H", "H", "C", "H", "H", "O", "H", "H", "H", "H", "H", "H", "H", "O", "H", "H", "H"], "xyz": [[0.168, 0.996, -1.431], [-1.319, 0.915, 0.625], [-5.121, 1.541, -0.499], [1.943, 0.779, 0.377], [1.756, -2.492, 5.423], [-0.030, 1.760, -2.084], [0.978, 3.922, 3.130], [-0.219, 1.287, 3.622], [4.015, 2.640, -1.366], [1.787, -0.343, -4.081], [4.572, 2.253, -0.687], [-5.634, 1.276, -1.247], [-0.485, 0.261, -1.776], [-0.365, -1.738, 3.390], [0.396, 4.238, 1.466], [-2.336, -2.632, 1.939], [-2.257, 1.012, 0.088], [3.923, -0.350, -1.342], [1.436, -2.556, -3.964], [0.747, -2.788, -4.560], [-0.195, 1.634, -0.069], [-0.088, 1.333, 4.573], [-0.903, -1.198, -3.206], [-5.129, -1.428, 2.420], [4.846, -0.513, -1.154], [2.112, 0.362, -3.525], [-0.561, -2.212, 0.656], [-1.202, -0.149, 0.778], [-5.099, 2.502, -0.511], [-0.476, 0.379, 3.415], [3.055, 0.356, -3.340], [-4.219, 2.123, -3.968], [-1.821, -1.365, -3.423], [2.335, 2.347, 2.145], [-2.719, 1.819, -4.011], [-3.160, -2.294, 2.373], [0.143, -2.039, 0.022], [0.490, -2.978, 4.714], [-3.890, -0.458, 2.236], [1.450, 2.497, 1.706], [-3.368, 2.430, -3.659], [1.398, -3.237, 4.936], [1.107, 1.579, 0.816], [-1.316, 1.303, 1.677], [-0.270, -1.430, -3.905], [0.500, 3.476, 2.256], [2.793, -3.031, -1.836], [0.899, -1.645, 0.475], [-4.312, -1.105, 2.810], [1.242, -2.931, -1.538], [1.177, 0.820, -1.575], [-0.422, 2.995, 2.502], [3.303, -0.558, -0.647], [0.450, -3.637, -4.236], [3.332, 2.011, -1.578], [-1.326, -1.638, 3.339], [2.020, -2.458, -1.851], [-0.463, 2.668, -0.246], [-0.181, -2.363, 2.688], [-2.347, -3.579, 2.124]], "forces_ev_per_angstrom": [[-1.23, 2.09, -0.05], [-0.37, 0.08, 1.17], [0.66, 0.06, 0.87], [-0.03, -0.63, 0.72], [0.01, 0.05, 0.05], [0.20, -0.18, -0.23], [-0.37, -0.01, -0.08], [-0.31, -0.34, 0.13], [0.17, 1.03, -0.16], [0.73, -0.23, -0.13], [-0.19, -0.32, -0.02], [-0.51, -0.14, -0.70], [0.92, -0.48, 0.42], [-0.03, 0.82, 0.48], [-0.28, 0.07, 0.58], [-0.58, -0.44, -0.01], [-0.31, 0.45, 0.23], [0.08, 0.49, -1.41], [1.26, 0.18, 1.15], [-0.60, 0.07, -1.21], [1.06, -0.91, 0.85], [-0.06, -0.18, 0.09], [0.03, 1.17, 1.17], [-0.10, 0.39, -0.29], [-0.10, -0.21, 0.66], [-0.91, 1.20, 0.55], [-0.05, 0.04, 0.13], [0.67, -0.27, -0.39], [-0.07, 0.03, -0.10], [0.41, -0.23, 0.38], [0.12, -0.80, -0.23], [-0.21, -0.12, -0.21], [0.20, -0.26, -0.58], [0.35, -0.09, 0.18], [0.00, -0.14, -0.24], [0.33, 0.01, -0.34], [-0.09, -0.10, -0.22], [0.43, 0.12, 0.12], [-0.60, 0.14, -0.27], [-1.72, 0.00, 0.18], [0.26, 0.23, 0.42], [-0.24, -0.24, -0.05], [1.35, -0.08, -2.64], [-0.71, 0.06, -1.06], [-0.76, -0.65, -0.20], [1.32, 0.66, -1.17], [-0.17, -0.16, 0.16], [-0.13, 0.03, 0.12], [0.38, -0.26, 0.54], [0.06, -0.15, 0.31], [-0.41, -0.86, 0.32], [-0.36, 0.18, 0.22], [0.26, -0.22, 0.61], [-0.25, -0.30, 0.00], [0.06, -0.61, 0.20], [0.17, -0.40, -0.07], [0.15, 0.31, -0.59], [-0.08, 0.16, -0.18], [0.11, -0.11, -0.06], [0.07, 0.00, -0.12]], "nbo_charge": [-0.71, -0.66, -0.95, -0.71, 0.47, 0.43, 0.23, -0.98, -0.94, 0.49, 0.47, 0.47, 0.48, -0.97, 0.20, -1.02, 0.24, -0.99, 0.49, -0.95, -0.12, 0.49, -1.01, 0.50, 0.49, -0.99, 0.49, 0.24, 0.48, 0.50, 0.51, 0.47, 0.49, 0.42, 0.47, 0.50, -0.97, 0.48, 0.49, -0.55, -0.94, -0.95, 0.68, 0.25, 0.51, -0.42, 0.48, 0.49, -0.95, 0.50, 0.49, 0.23, 0.51, 0.49, 0.47, 0.49, -0.98, 0.23, 0.48, 0.49], "total_charge": 1, "total_energy_ev": -38468.482, "de_lowest_ev": 3.8276, "homo_energy_ev": -12.8369, "multiplicity": 1, "max_force_ev_per_a": 3.0}

# 3
{"formula": "C6H10Br3N", "method": "ωB97M-V/def2-TZVPD", "symbols": ["C", "C", "H", "H", "H", "N", "H", "C", "C", "H", "Br", "H", "H", "C", "Br", "H", "H", "C", "Br", "H"], "xyz": [[-0.983, 0.422, -1.247], [0.371, -0.694, 1.055], [0.942, -0.612, 2.014], [-1.371, 0.295, -2.371], [0.475, -1.812, 0.969], [-3.240, 0.076, -0.478], [1.066, 0.579, -2.009], [-1.887, -0.349, -0.279], [-1.046, -0.189, 1.279], [1.046, 1.189, 0.570], [-4.545, -0.678, 0.729], [-1.678, -0.460, 2.084], [-0.944, 0.880, 1.344], [1.127, 0.184, 0.026], [-1.905, -2.208, -0.789], [0.533, -1.041, -1.624], [-1.069, 1.462, -0.810], [0.485, -0.010, -1.361], [-3.394, 2.078, -0.178], [2.251, -0.085, -0.074]], "forces_ev_per_angstrom": [[-0.71, 0.56, -2.52], [1.39, -1.49, 1.96], [-0.54, 0.42, -0.31], [0.11, 0.79, 2.51], [-0.49, 0.99, -0.81], [-1.24, 1.63, 0.44], [0.19, 0.82, -1.46], [2.73, 0.01, 2.46], [-0.84, 0.46, -4.13], [0.24, -0.75, -1.69], [0.72, 0.11, -0.25], [-0.30, -1.09, 0.73], [-0.20, 0.68, 0.09], [1.03, -0.96, 0.97], [-0.12, -0.57, -0.02], [0.23, -0.81, -0.31], [0.41, -0.87, -1.31], [-0.81, 1.03, 3.15], [-0.01, -1.31, -0.09], [-1.80, 0.35, 0.58]], "nbo_charge": [-0.48, -0.44, 0.22, 0.23, 0.22, -0.54, 0.22, 0.07, -0.40, 0.20, 0.21, 0.23, 0.20, -0.39, 0.05, 0.22, 0.23, -0.41, 0.14, 0.21], "total_energy_ev": -217998.752, "de_lowest_ev": 0.2438, "homo_energy_ev": -9.4290, "multiplicity": 1, "max_force_ev_per_a": 4.2}

# 4
{"formula": "C7H9N", "method": "ωB97M-V/def2-TZVPD", "symbols": ["C", "H", "H", "N", "C", "H", "H", "H", "C", "C", "H", "H", "C", "H", "C", "C", "H"], "xyz": [[-1.896, 0.186, -0.130], [2.563, -0.162, 0.710], [1.577, 2.038, 0.015], [0.699, -1.560, 0.273], [-0.707, 1.410, -0.115], [0.066, -0.425, -1.378], [2.375, -0.439, -1.154], [-2.361, -0.017, -1.128], [0.108, 0.571, 0.650], [1.911, -0.140, -0.176], [-2.590, 0.229, 0.729], [-1.209, 2.305, 0.262], [-1.113, -1.183, 0.128], [0.436, 0.634, 1.751], [0.006, -0.603, -0.274], [0.994, 1.219, -0.296], [-1.565, -2.014, -0.445]], "forces_ev_per_angstrom": [[-0.66, -0.06, 0.48], [-0.09, 0.67, -0.57], [0.22, 1.41, 0.48], [4.97, -3.71, 1.00], [-3.26, -1.02, 0.35], [0.42, 0.57, 0.43], [-0.54, -0.75, 1.17], [0.00, -0.01, 0.89], [1.76, 3.54, 3.63], [1.40, 0.46, -0.97], [-0.15, 1.48, -0.81], [1.07, 0.46, -0.44], [-5.96, -1.04, -0.01], [-1.18, -0.98, -1.64], [-0.18, 0.31, -5.24], [1.19, -1.17, 0.50], [0.99, -0.15, 0.76]], "nbo_charge": [-0.42, 0.23, 0.21, -0.36, -0.18, 0.16, 0.22, 0.23, -0.32, -0.17, 0.24, 0.23, -0.02, 0.24, -0.24, -0.26, 0.21], "total_energy_ev": -8878.156, "de_lowest_ev": 17.0002, "homo_energy_ev": -7.8020, "multiplicity": 1, "max_force_ev_per_a": 6.3}

# 5
{"formula": "C24H25BMnN8O2S3", "method": "ωB97M-V/def2-TZVPD", "symbols": ["C", "C", "Mn", "H", "C", "C", "C", "H", "N", "C", "H", "C", "B", "H", "N", "C", "H", "N", "H", "H", "C", "N", "H", "S", "H", "C", "C", "C", "H", "C", "C", "C", "H", "H", "H", "C", "H", "N", "C", "H", "H", "H", "O", "H", "C", "C", "C", "H", "N", "N", "S", "S", "C", "O", "H", "C", "H", "C", "N", "C", "H", "H", "H", "H"], "xyz": [[1.845, 3.375, -2.521], [-2.783, -0.803, 2.662], [-0.663, 0.195, 0.352], [5.038, 2.791, -3.486], [3.699, 1.324, -2.670], [0.524, -4.759, -2.434], [2.401, -0.884, 1.656], [-3.316, -1.262, 1.844], [-0.197, 2.319, 1.479], [4.045, 2.599, -3.094], [-4.537, 1.989, -2.633], [2.375, -0.198, 3.738], [0.131, 1.090, 3.647], [-4.964, -1.299, -2.708], [1.268, -0.215, 1.823], [-3.025, -0.820, 4.044], [-4.414, 0.581, -3.703], [-1.204, 0.333, 3.573], [-0.458, 3.763, 0.006], [-3.195, 1.862, -3.754], [-3.037, -0.735, -1.847], [0.327, -5.629, -0.196], [-3.580, -1.672, -3.741], [-2.045, 1.729, -1.080], [0.364, 1.381, 4.797], [-0.014, 4.468, 2.100], [0.695, -3.509, -1.909], [-3.840, 1.278, -3.091], [-3.829, -1.307, 4.569], [0.165, 3.654, 3.200], [2.433, 1.070, -2.152], [3.115, 3.630, -3.020], [-1.743, 0.166, 5.599], [0.777, -2.383, -0.265], [1.107, 4.168, -2.472], [-1.988, -0.085, 4.580], [0.857, -2.603, -2.472], [0.053, 2.376, 2.800], [3.147, -0.907, 2.844], [4.096, -1.384, 3.018], [0.227, -6.810, -1.845], [2.533, 0.057, 4.773], [1.071, -0.475, -0.949], [0.504, 1.900, -1.716], [-3.921, -1.632, -2.700], [-0.243, 3.569, 1.045], [2.095, -0.335, -1.679], [3.380, 4.627, -3.354], [1.260, 0.203, 3.104], [0.693, -3.351, -0.585], [0.358, -4.025, 1.943], [-2.087, -1.622, -0.651], [0.352, -5.786, -1.496], [2.847, -1.258, -2.039], [0.011, 5.544, 2.064], [-3.010, 0.595, -2.031], [-3.897, -2.647, -2.307], [0.467, -4.366, 0.319], [-1.689, -0.105, 2.396], [1.505, 2.102, -2.082], [2.639, -1.320, 0.700], [0.362, 3.886, 4.234], [4.398, 0.499, -2.727], [0.516, -4.935, -3.498]], "forces_ev_per_angstrom": [[0.01, 0.01, -0.01], [-0.01, 0.03, 0.01], [0.13, 0.11, -0.07], [0.00, 0.00, 0.00], [0.00, 0.03, 0.01], [0.00, 0.03, 0.00], [0.02, -0.01, 0.01], [0.01, 0.00, 0.00], [0.04, -0.02, -0.04], [0.00, -0.02, 0.00], [0.00, 0.00, 0.01], [-0.01, 0.02, 0.01], [0.06, 0.02, 0.01], [0.00, 0.00, 0.00], [-0.03, -0.02, 0.05], [-0.02, 0.00, 0.00], [0.00, 0.00, 0.01], [-0.05, -0.02, 0.00], [0.00, 0.00, 0.00], [0.00, 0.00, 0.00], [0.01, -0.10, -0.03], [0.02, -0.02, -0.03], [0.00, 0.00, 0.00], [-0.04, -0.02, 0.08], [-0.01, 0.01, 0.01], [0.00, 0.01, -0.01], [0.02, 0.01, -0.01], [-0.01, -0.01, -0.03], [0.00, 0.00, 0.00], [0.01, -0.02, 0.00], [0.04, 0.00, 0.01], [-0.01, 0.01, 0.00], [0.00, 0.00, 0.00], [0.02, 0.00, 0.03], [0.00, 0.00, 0.00], [0.00, 0.01, -0.01], [-0.01, 0.00, -0.01], [-0.04, 0.04, 0.00], [0.00, 0.00, -0.04], [0.00, 0.00, 0.00], [-0.01, 0.00, 0.01], [0.00, 0.00, 0.00], [-0.17, 0.06, -0.01], [0.01, 0.01, 0.01], [0.00, 0.00, -0.01], [0.01, 0.01, 0.01], [-0.01, -0.07, -0.03], [0.00, 0.00, 0.00], [0.03, -0.02, 0.01], [-0.01, -0.01, 0.01], [0.07, -0.04, 0.02], [-0.07, -0.02, 0.02], [0.01, 0.00, 0.02], [0.03, 0.02, 0.03], [0.00, 0.00, 0.00], [0.02, 0.09, -0.04], [0.00, 0.00, 0.01], [-0.06, 0.03, -0.03], [0.03, -0.09, 0.02], [-0.02, -0.03, -0.01], [-0.01, -0.01, -0.01], [0.00, 0.00, 0.01], [0.00, 0.00, 0.00], [0.00, 0.00, 0.00]], "mulliken_spin": [0.00, -0.01, 4.82, 0.00, 0.00, 0.00, 0.00, -0.01, 0.07, 0.00, 0.00, 0.00, -0.08, 0.00, 0.07, 0.00, 0.00, -0.02, 0.00, 0.00, 0.02, 0.00, 0.00, 0.05, 0.00, 0.00, 0.00, -0.01, 0.00, 0.00, 0.01, 0.00, 0.00, 0.03, 0.00, 0.00, 0.00, -0.01, 0.01, 0.00, 0.00, 0.00, -0.05, -0.03, -0.01, -0.02, 0.00, 0.00, 0.01, -0.01, 0.00, 0.03, 0.00, 0.00, 0.00, 0.01, 0.00, 0.00, 0.09, 0.03, 0.00, 0.00, 0.00, 0.00], "total_charge": -2, "total_energy_ev": -105818.841, "de_lowest_ev": 0.1418, "homo_energy_ev": [-0.5774, -0.6773], "multiplicity": 6, "s2": 8.7543, "max_force_ev_per_a": 0.2}

# 6
{"formula": "C3H3IN2O", "method": "ωB97M-V/def2-TZVPD", "symbols": ["H", "C", "H", "H", "O", "C", "N", "C", "I", "N"], "xyz": [[1.154, 2.225, 1.303], [-0.224, -1.817, -2.171], [1.540, 0.665, 0.499], [-1.176, -2.214, -2.302], [-2.286, 0.308, -0.517], [-0.430, 0.853, 0.764], [0.855, -1.401, -2.095], [0.889, 1.101, 1.261], [1.012, -0.225, 3.117], [-1.334, 0.504, 0.141]], "forces_ev_per_angstrom": [[-0.64, -1.77, 0.45], [2.73, 1.00, 0.07], [0.31, -0.13, 0.41], [-1.12, -0.37, -0.03], [-2.39, -0.92, -1.53], [1.57, 0.49, 0.98], [-1.63, -0.56, 0.04], [0.30, 3.54, -3.79], [-0.02, -1.81, 2.53], [0.89, 0.53, 0.88]], "mulliken_spin": [-0.02, 0.00, -0.03, 0.00, 0.16, -0.08, 0.00, 0.54, 1.31, 0.12], "total_energy_ev": -16280.444, "de_lowest_ev": 3.5214, "homo_energy_ev": [-6.4912, -9.3478], "multiplicity": 3, "s2": 2.0192, "max_force_ev_per_a": 5.2}